No. 1
C3H15N2O2 | ωB97M-V/def2-TZVPD

```
22
C3H15N2O2 ωB97M-V/def2-TZVPD
C 0.73836 0.78175 -2.00547
C -0.46411 -0.17338 -1.88753
C -0.57499 -1.13406 -0.71298
N 0.07691 -0.82479 0.61877
N 1.00192 1.62168 -0.85685
H 0.33678 1.38865 -2.85060
H 1.65708 0.32833 -2.43162
H -1.43489 0.35077 -1.90093
H -0.37351 -0.77523 -2.82002
H -1.65681 -1.19175 -0.43319
H -0.19795 -2.17209 -0.94236
H -0.41848 -1.36033 1.34759
H 0.04000 0.18348 0.81234
H 1.08050 -1.03624 0.65386
H 0.60196 2.55213 -0.85492
H 1.98011 1.83429 -0.72982
H -2.06806 -1.03668 3.22816
H -2.82591 -1.25045 1.84093
O -1.99569 -1.02473 2.27154
H 1.37276 1.67041 2.37008
H 1.78073 0.55848 3.07201
O 1.34325 0.70976 2.21100
```

Properties
Kohn-Sham gap ... 10.2 eV
Charge ... +1
ΔE to the lowest compared entry with this formula, charge and spin ... 18.4 kcal/mol
Total energy ... -383.04650 Ha

=====

No. 2
C3H15N2O2 | ωB97M-V/def2-TZVPD

```
22
C3H15N2O2 ωB97M-V/def2-TZVPD
C 1.89208 -0.35679 -0.71151
N 2.72027 0.79313 -0.41614
C 0.92172 -0.48651 0.47224
N -0.11945 0.56783 0.29099
C -1.12161 0.64121 1.37387
H 1.37553 -0.26637 -1.65806
H 2.46308 -1.28315 -0.84827
H 3.30241 1.13355 -1.15046
H 3.26486 0.82686 0.44187
H 0.62681 -1.52883 0.55850
H 1.45562 -0.27036 1.39402
H -0.51339 0.45525 -0.64723
H 0.43503 1.42468 0.27106
H -1.08500 1.59815 1.89162
H -2.12948 0.48557 1.00773
H -0.93649 -0.07902 2.16462
H -2.17645 -2.95377 1.83049
H -1.50223 -2.67167 0.45376
O -1.35471 -2.73288 1.38652
H -2.79687 1.41743 -2.84146
H -1.52433 2.08851 -2.72272
O -2.16783 1.69398 -2.15529
```

Properties
Kohn-Sham gap ... 10.4 eV
Charge ... +1
ΔE to the lowest compared entry with this formula, charge and spin ... 23.3 kcal/mol
Total energy ... -383.03870 Ha

=====

No. 3
C3H15N4 | ωB97M-V/def2-TZVPD

```
22
C3H15N4 ωB97M-V/def2-TZVPD
N -0.86888 1.68791 0.22817
C 0.45695 1.87246 0.87710
N 0.70855 3.13258 1.53221
H -1.56023 1.55865 0.96224
H -1.11207 2.57019 -0.21637
H 0.57087 1.04897 1.58063
H 1.20360 1.73279 0.09468
H 0.74801 3.88762 0.85798
H -0.02886 3.37209 2.18500
C -0.38400 -2.09545 -0.01668
N 0.34127 -3.20960 0.57510
C 0.47741 -1.44285 -1.08846
N -0.25272 -0.33896 -1.76487
H -0.71337 -1.32640 0.69781
H -1.29194 -2.47297 -0.47366
H 1.15606 -2.89238 1.08719
H -0.24544 -3.71360 1.22665
H 0.74452 -2.17099 -1.84784
H 1.37465 -1.02253 -0.64815
H 0.32353 0.07709 -2.55333
H -1.15212 -0.68963 -2.19011
H -0.49580 0.43500 -1.10529
```

Properties
Kohn-Sham gap (spin up / spin down) ... 3.8 / 10.3 eV
Spin multiplicity ... 2
Total energy ... -342.19445 Ha

=====

No. 4
C3H15NO3 | ωB97M-V/def2-TZVPD

```
22
C3H15NO3 ωB97M-V/def2-TZVPD
C 0.59885 1.44009 1.39574
C -0.85365 1.34854 2.07281
C -2.03098 1.45803 0.93822
N 0.73030 0.27293 0.37048
H 1.41764 1.48598 2.15077
H 0.66993 2.29423 0.77848
H -0.94082 2.29200 2.59019
H -0.76403 0.55787 2.83854
H -1.74191 2.43042 0.42558
H -3.02807 1.23466 1.25331
H -1.92842 0.45375 0.32558
H 0.26753 -0.55590 0.74637
H 1.74803 0.04188 0.34267
H -0.73741 -3.27905 -2.85343
H -0.67928 -1.81287 -3.20247
O -0.15295 -2.60055 -3.19121
H 0.85160 0.31987 -2.60430
H 0.22822 0.36889 -1.25519
O -0.01537 0.24879 -2.20246
H 2.70951 -3.24557 -0.23106
H 1.74787 -2.11041 -0.73986
O 1.90341 -2.64358 0.05123
```

Properties
Kohn-Sham gap (spin up / spin down) ... 10.8 / 4.5 eV
Spin multiplicity ... 2
Charge ... +1
ΔE to the lowest compared entry with this formula, charge and spin ... 52.2 kcal/mol
Total energy ... -403.35903 Ha

=====

No. 5
C3H15NO3S | ωB97M-V/def2-TZVPD

```
23
C3H15NO3S ωB97M-V/def2-TZVPD
C 0.35832 -0.87333 -1.50646
C 0.45749 -1.44464 -0.10951
C 1.80183 -1.19376 0.43640
S 2.16036 0.52663 0.24206
N -0.89981 -1.17845 -2.11796
H 1.19878 -1.16237 -2.15388
H 0.50287 0.21979 -1.45427
H -0.25544 -0.86821 0.47207
H 0.16488 -2.45578 -0.09762
H 2.62041 -1.82654 0.07574
H 1.76187 -1.50919 1.44849
H 2.63889 3.80481 0.60670
H -0.83084 -1.01630 -3.11876
H -1.50045 -0.44222 -1.71292
H 1.95312 3.62811 0.41875
H 0.27545 1.19281 1.28041
O -0.53394 1.47293 1.74000
H -2.21670 0.06062 1.14186
H -1.54333 0.29295 2.47827
O -2.17473 -0.31158 2.07611
H -2.70645 1.06649 -0.82421
H -1.21167 1.38510 1.03330
O -2.02092 0.63216 -0.35455
```

Properties
Kohn-Sham gap (spin up / spin down) ... 7.9 / 6.0 eV
Spin multiplicity ... 2
Charge ... -1
ΔE to the lowest compared entry with this formula, charge and spin ... 15.8 kcal/mol
Total energy ... -801.89948 Ha

=====

No. 6
C3H15NO4 | ωB97M-V/def2-TZVPD

```
23
C3H15NO4 ωB97M-V/def2-TZVPD
C -2.20595 1.55513 1.05717
C -1.67987 1.85968 -0.43268
C -0.44238 2.25224 -0.74974
N 0.24805 2.03677 -2.04819
H -3.23637 1.65879 0.99405
H -1.73044 0.69564 1.35400
H -1.98291 2.42165 1.71296
H -2.58903 1.79965 -1.04647
H 0.19492 2.74833 -0.02698
H 1.17654 2.64305 -1.96999
H -0.34286 2.31474 -2.96206
O 0.93959 -1.13888 -1.85602
H 0.58022 -0.54700 -2.31860
H 1.18825 -0.61100 -1.09736
O 2.68842 -0.53081 0.71972
H 2.44094 -1.28883 1.20946
H 3.68517 -0.77935 0.62402
O -0.43254 -3.11434 0.35052
H -1.43833 -3.01362 0.15151
H 0.17117 -2.47625 -0.08429
O 1.23048 -2.59042 2.10847
H 0.47318 -2.47810 2.59671
H 1.06375 -3.41706 1.71379
```

Properties
SMILES ... C/C=C/N.O.O.O.O
Kohn-Sham gap ... 9.2 eV
ΔE to the lowest compared entry with this formula, charge and spin ... 82.9 kcal/mol
Total energy ... -478.89666 Ha